Here is C5H9NO2 as an isolated structure in a non-equilibrium geometry from OMol25. Energies are from ωB97M-V/def2-TZVPD.

Each line ends with the natural charge from an NBO analysis.
Atoms and positions in Å:
O -1.089 0.764 1.913  -0.657
O -0.554 0.447 -0.275  -0.605
N 2.065 0.380 -0.534  -0.596
C 1.139 0.671 0.550  0.107
C -2.687 -0.206 0.378  -0.718
C -1.353 0.430 0.758  0.787
C 1.145 -1.464 -1.906  -0.449
C 1.626 -0.950 -0.772  -0.015
H 1.374 0.186 1.488  0.230
H 0.705 -0.831 -2.671  0.198
H -3.077 0.315 -0.505  0.227
H 1.928 -1.655 -0.007  0.193
H -2.595 -1.277 0.180  0.234
H 1.268 -2.516 -2.138  0.214
H 0.714 1.666 0.577  0.237
H 1.935 0.982 -1.345  0.385
H -3.328 -0.052 1.244  0.227

Orbital gap = 9.9 eV
Molar mass = 115.1 g/mol
Energy = -401.05295 hartree
Largest force on an atom = 4.21 eV Å⁻¹